94
Properties=species:S:1:pos:R:3 method="wB97M-V/def2-TZVPD" de_lowest_kcal_mol=11.1 lumo_ev=4.22 homo_lumo_gap_ha=0.1766 charge=-2
K 0.385 -0.143 -0.385
C -0.602 3.844 -2.897
C -0.477 2.969 -1.636
O 0.129 1.878 -1.767
C -1.045 3.508 -0.478
C -1.101 2.955 0.841
C -1.736 3.842 1.902
N -0.664 1.770 1.163
N -0.824 1.474 2.516
C -0.495 0.247 2.852
O -0.047 -0.706 2.139
C -0.693 -0.022 4.325
C -0.505 -1.321 4.801
C -0.637 -1.621 6.151
C -0.958 -0.623 7.062
C -1.153 0.676 6.598
C -1.024 0.972 5.250
H -0.220 3.284 -3.751
H -0.023 4.766 -2.788
H -1.643 4.123 -3.080
H -1.509 4.483 -0.592
H -2.050 4.796 1.477
H -1.026 4.018 2.713
H -2.594 3.336 2.349
H -0.258 -2.084 4.072
H -0.489 -2.639 6.499
H -1.059 -0.851 8.117
H -1.407 1.462 7.302
H -1.175 1.976 4.873
C -0.039 -1.498 -3.368
C 1.375 -1.554 -3.336
C 1.725 -2.574 -2.395
C 0.509 -3.107 -1.894
C -0.580 -2.445 -2.481
C -2.055 -2.700 -2.249
C -2.659 -3.393 -3.483
C -2.811 -1.384 -2.018
C -2.273 -3.599 -1.030
C 3.056 -3.218 -1.992
C 3.506 -4.228 -3.068
C 2.889 -4.012 -0.684
C 4.193 -2.225 -1.702
C 2.219 -0.587 -4.171
C 2.939 0.451 -3.285
C 1.319 0.230 -5.115
C 3.224 -1.303 -5.090
H -0.622 -0.791 -3.942
H 0.425 -3.881 -1.142
H -2.522 -2.766 -4.367
H -3.733 -3.589 -3.353
H -2.148 -4.343 -3.665
H -2.664 -0.696 -2.853
H -2.460 -0.884 -1.112
H -3.887 -1.568 -1.906
H -1.789 -4.570 -1.173
H -3.343 -3.769 -0.865
H -1.853 -3.136 -0.134
H 2.722 -4.977 -3.211
H 4.433 -4.741 -2.774
H 3.672 -3.737 -4.028
H 2.216 -4.863 -0.806
H 2.487 -3.361 0.094
H 3.860 -4.400 -0.355
H 4.490 -1.650 -2.574
H 5.079 -2.767 -1.350
H 3.876 -1.531 -0.921
H 2.192 1.042 -2.751
H 3.544 1.130 -3.901
H 3.592 -0.016 -2.547
H 0.632 0.853 -4.540
H 0.743 -0.422 -5.777
H 1.941 0.889 -5.732
H 3.963 -1.881 -4.546
H 3.761 -0.572 -5.706
H 2.691 -1.989 -5.756
O 2.670 -0.289 0.686
C 2.751 -0.263 1.901
C 2.785 -1.506 2.769
C 4.093 -1.712 3.572
C 4.990 -0.474 3.703
C 4.366 0.683 4.489
C 2.943 1.009 4.012
N 2.819 0.916 2.576
H 2.599 -2.342 2.101
H 1.920 -1.444 3.429
H 4.683 -2.496 3.094
H 3.844 -2.075 4.574
H 5.244 -0.125 2.699
H 5.932 -0.759 4.181
H 5.005 1.564 4.373
H 4.335 0.442 5.557
H 2.653 2.012 4.320
H 2.228 0.327 4.479
H 2.708 1.743 2.012